Entry 1:
C2H5NS2 in the gas phase. Source: OMol25; level of theory: wB97M-V/def2-TZVPD.

Output
HOMO level: -8.510 eV
Orbital gap: 8.45 eV
Total charge: 0

Bonds (Å) are listed after each position.
Positions of all 10 atoms, in Å:
1 S 1.33 -1.15 -0.57  C4 1.718, H10 1.327
2 S 0.98 1.59 -1.81  C4 1.660
3 N -0.86 -0.73 0.88  C5 1.437, H6 0.974, H9 0.972
4 C 0.58 0.39 -0.73  S1 1.718, S2 1.660, C5 1.486
5 C -0.48 0.53 0.31  N3 1.437, C4 1.486, H7 1.077, H8 1.090
6 H -0.94 -0.66 1.85  N3 0.974
7 H 0.03 1.01 1.13  C5 1.077
8 H -1.27 1.20 -0.05  C5 1.090
9 H -1.64 -1.16 0.49  N3 0.972
10 H 2.27 -1.01 -1.49  S1 1.327

These are the Löwdin partial charges, in e, on atoms 1 to 5:
1. S 0.81
2. S 0.60
3. N -0.03
4. C -1.20
5. C -0.40

***

Entry 2:
C2H5NS2 in the gas phase. Source: OMol25; level of theory: wB97M-V/def2-TZVPD.

Output
HOMO level: -8.646 eV
Orbital gap: 9.30 eV
Total charge: 0

Bonds (Å) are listed after each position.
Positions of all 10 atoms, in Å:
1 S -1.53 -1.29 -0.08  C4 1.643
2 S 0.78 0.69 -0.12  C4 1.805, C5 1.850
3 N -1.68 1.39 -0.05  C4 1.345, H7 0.952, H10 1.009
4 C -0.97 0.25 -0.11  S1 1.643, S2 1.805, N3 1.345
5 C 1.67 -0.92 0.01  S2 1.850, H6 1.091, H8 1.125, H9 1.116
6 H 1.00 -1.73 -0.26  C5 1.091
7 H -1.25 2.21 0.19  N3 0.952
8 H 2.15 -0.97 1.03  C5 1.125
9 H 2.47 -0.85 -0.77  C5 1.116
10 H -2.65 1.22 0.15  N3 1.009

These are the Löwdin partial charges, in e, on atoms 1 to 5:
1. S 0.61
2. S 0.80
3. N 0.01
4. C -1.21
5. C -0.40

***

Entry 3:
C2H5NS2 in the gas phase. Source: OMol25; level of theory: wB97M-V/def2-TZVPD.

Output
Spin multiplicity: 3
HOMO level (spin up / spin down): -5.698 / -9.106 eV
Orbital gap (spin up / spin down): 6.59 / 6.96 eV
Total charge: 0

Bonds (Å) are listed after each position.
Positions of all 10 atoms, in Å:
1 S -1.11 1.94 -0.08  N3 1.741, C4 1.835
2 S -2.67 -0.76 0.19  C4 1.807, H9 1.341
3 N -0.40 0.61 0.79  S1 1.741, C4 1.436, C5 1.422
4 C -1.18 0.12 -0.32  S1 1.835, S2 1.807, N3 1.436, H6 1.135
5 C 0.99 0.31 0.73  N3 1.422, H7 1.050, H8 1.144, H10 1.126
6 H -0.85 -0.44 -1.25  C4 1.135
7 H 1.53 1.21 0.70  C5 1.050
8 H 1.34 -0.26 1.66  C5 1.144
9 H -3.50 0.04 -0.49  S2 1.341
10 H 1.03 -0.36 -0.18  C5 1.126

These are the Löwdin partial charges, in e, on atoms 1 to 5:
1. S 0.79
2. S 0.65
3. N -0.47
4. C -1.01
5. C -0.14